No. 1
A 2-piece molecular cluster, C5H14N2 overall, computed with ωB97M-V with the def2-TZVPD basis set.

Summary:
frontier orbital gap: 10.1458 eV
F_max: 1.33 eV/Å
energy above the lowest of the compared OMol25 structures with the same formula, charge and spin: 13.0 kcal per mole
LUMO level: 0.94 eV
SMILES: [H]/N=C/N.CC(C)C
electronic energy: -8392.0550 eV

Geometry (Å):
N1 2.930 -0.717 -0.065
N2 3.353 1.479 -0.448
C1 3.572 0.450 0.277
C2 -0.715 0.888 0.341
C3 -1.493 -0.423 0.210
C4 -2.900 -0.195 0.744
C5 -1.505 -0.907 -1.248
H1 -0.556 1.119 1.407
H2 -3.228 0.765 0.386
H3 -2.007 -0.142 -1.900
H4 4.223 0.437 1.148
H5 -0.504 -1.025 -1.654
H6 -0.963 -1.170 0.840
H7 -2.841 -0.208 1.848
H8 -1.201 1.706 -0.210
H9 -2.028 -1.870 -1.391
H10 0.279 0.742 -0.140
H11 4.030 2.216 -0.215
H12 2.899 -1.527 0.549
H13 -3.598 -0.968 0.331
H14 2.253 -0.649 -0.810


No. 2
A 2-piece molecular cluster, FNO2 overall, computed with ωB97M-V with the def2-TZVPD basis set.

Summary:
frontier orbital gap (alpha / beta): 12.0989 / 6.5633 eV
F_max: 2.80 eV/Å
energy above the lowest of the compared OMol25 structures with the same formula, charge and spin: 53.0 kcal per mole
LUMO level (alpha / beta): -1.71 / -3.59 eV
electronic energy: -8295.7888 eV

Geometry (Å):
F1 -2.029 0.415 -0.484
O1 0.904 0.767 0.785
O2 0.655 -1.090 -0.439
N1 0.470 -0.092 0.138


No. 3
C38H58BMgN7O2P2S as an isolated structure, computed with ωB97M-V with the def2-TZVPD basis set.

Summary:
frontier orbital gap: 6.7377 eV
F_max: 0.29 eV/Å
energy above the lowest of the compared OMol25 structures with the same formula, charge and spin: 0.0 kcal per mole
LUMO level: 0.07 eV
electronic energy: -90409.9569 eV

Geometry (Å):
S1 0.193 -0.895 -5.765
P1 -1.019 -2.191 1.878
P2 2.190 1.796 -1.004
Mg1 -0.448 0.108 -1.152
O1 -1.485 1.117 1.701
O2 -0.754 2.181 -3.462
N1 2.715 -0.836 -0.545
N2 1.412 -2.346 0.533
N3 -2.585 -0.319 -1.819
N4 -0.355 -0.748 -3.296
N5 -3.967 -0.160 -3.551
N6 -1.281 1.386 0.347
N7 -0.909 1.979 -2.202
C1 -2.449 -3.393 1.654
C2 3.320 -3.718 1.480
C3 -3.630 -2.941 2.516
C4 -1.868 4.235 -1.994
C5 -2.133 3.606 0.911
C6 -1.434 2.911 -1.445
C7 -1.445 -0.698 -5.323
C8 5.505 -2.867 0.884
C9 4.315 2.189 0.962
C10 -3.850 0.008 -1.351
C11 2.618 2.265 -3.691
C12 1.839 4.175 -2.363
C13 0.636 -0.889 -4.114
C14 -4.297 0.248 -0.053
C15 2.823 2.378 0.680
C16 2.800 2.979 -2.339
C17 -0.479 -2.183 3.677
C18 4.932 -1.833 0.147
C19 -2.701 -0.392 -3.122
C20 -6.508 0.656 -0.979
C21 2.042 1.575 1.733
C22 -5.630 0.569 0.112
C23 -0.483 -3.528 4.399
C24 0.951 -1.620 3.671
C25 2.741 -2.686 0.759
C26 4.710 -3.796 1.541
C27 -1.541 -0.629 -3.971
C28 2.452 3.853 0.854
C29 3.235 0.285 -1.305
C30 -2.855 -3.258 0.177
C31 3.550 -1.744 0.091
C32 -4.735 0.107 -2.430
C33 4.243 3.465 -2.218
C34 -1.595 2.574 -0.031
C35 -6.077 0.428 -2.272
C36 0.330 -3.158 1.040
C37 -1.357 -1.182 4.439
C38 -2.158 -4.869 1.943
B1 1.310 -1.169 -0.323
H1 -1.960 4.137 -3.074
H2 -4.510 -3.541 2.268
H3 2.139 4.859 -3.164
H4 1.838 4.739 -1.429
H5 -6.752 0.503 -3.114
H6 -3.209 3.716 0.756
H7 -2.008 -5.065 3.003
H8 1.628 1.807 -3.762
H9 -1.958 3.324 1.944
H10 5.562 -1.124 -0.375
H11 4.388 4.110 -1.351
H12 -3.878 -1.892 2.337
H13 6.583 -2.949 0.938
H14 3.059 4.511 0.231
H15 -3.002 -2.217 -0.110
H16 3.225 0.066 -2.374
H17 -7.545 0.913 -0.804
H18 1.249 -1.397 4.700
H19 1.676 -2.322 3.258
H20 -3.795 -3.793 0.009
H21 0.964 1.655 1.585
H22 0.713 -3.901 1.741
H23 2.313 0.520 1.708
H24 -3.618 0.199 0.789
H25 1.012 -0.694 3.096
H26 -0.139 -3.716 0.226
H27 -1.025 -1.133 5.480
H28 -1.138 5.026 -1.795
H29 -1.267 -0.180 4.016
H30 1.399 4.027 0.619
H31 -2.825 4.554 -1.578
H32 -2.413 -1.455 4.439
H33 -3.431 -3.072 3.580
H34 0.007 -3.418 5.371
H35 5.172 -4.598 2.102
H36 4.592 1.134 0.974
H37 4.953 2.711 0.251
H38 -2.108 -3.687 -0.494
H39 -2.221 -0.618 -6.065
H40 -3.015 -5.467 1.616
H41 2.719 -4.462 1.989
H42 4.949 2.634 -2.149
H43 -1.675 4.574 0.707
H44 1.660 -1.003 -3.790
H45 4.277 0.472 -1.043
H46 0.823 3.837 -2.574
H47 4.537 2.584 1.959
H48 -4.267 -0.124 -4.509
H49 -6.009 0.764 1.107
H50 2.687 3.010 -4.489
H51 2.615 4.140 1.897
H52 -1.285 -5.236 1.402
H53 -1.266 0.165 1.762
H54 0.060 -4.296 3.844
H55 2.283 1.965 2.728
H56 3.395 1.522 -3.876
H57 -1.497 -3.888 4.583
H58 4.506 4.048 -3.107


No. 4
An isolated ion of composition C9H6IN2O4 and charge +1, computed with ωB97M-V with the def2-TZVPD basis set.

Summary:
frontier orbital gap: 7.5744 eV
net charge: +1
F_max: 1.99 eV/Å
LUMO level: -5.20 eV
SMILES: C#CCc1[nH+]cc(ON=O)c(C(=O)O)c1I
electronic energy: -28688.7102 eV

Geometry (Å):
I1 -1.541 0.351 2.437
O1 1.850 3.059 -1.561
O2 0.805 2.439 2.111
O3 2.730 1.190 -0.935
O4 2.742 1.357 1.932
N1 2.615 2.274 -1.918
N2 -0.256 -0.797 -1.566
C1 0.816 0.733 0.482
C2 0.929 -0.205 -1.758
C3 -2.329 -1.442 -0.433
C4 1.452 1.578 1.591
C5 -0.987 -0.697 -0.428
C6 -2.877 -2.895 1.753
C7 1.513 0.573 -0.763
C8 -2.512 -2.379 0.733
C9 -0.458 0.090 0.619
H1 -3.236 -3.246 2.716
H2 -3.176 -0.736 -0.550
H3 3.148 2.204 2.182
H4 1.439 -0.334 -2.724
H5 -0.627 -1.350 -2.337
H6 -2.349 -2.092 -1.338


No. 5
One molecule with the formula C19H21N3OS, computed with ωB97M-V with the def2-TZVPD basis set.

Summary:
frontier orbital gap: 8.2278 eV
F_max: 17.63 eV/Å
energy above the lowest of the compared OMol25 structures with the same formula, charge and spin: 388.6 kcal per mole
LUMO level: 0.55 eV
SMILES: CC(C)Oc1ccc(CCc2n[nH]c(=S)n2-c2ccccc2)cc1
electronic energy: -37381.0212 eV

Geometry (Å):
S1 -2.841 -5.991 0.677
O1 1.827 3.822 -1.327
N1 -2.455 -3.787 -2.527
N2 -1.891 -3.526 -0.142
N3 -2.649 -5.069 -1.686
C1 0.797 1.872 0.210
C2 1.495 1.776 -2.132
C3 -2.088 -1.092 2.729
C4 1.926 5.952 -0.379
C5 -0.595 -2.783 3.116
C6 1.678 4.642 0.232
C7 0.500 -0.119 -1.266
C8 1.225 0.505 -2.357
C9 1.344 2.629 -1.195
C10 -1.686 -2.983 1.098
C11 -0.842 -3.491 1.791
C12 -1.297 -1.700 -1.819
C13 -2.373 -1.719 1.472
C14 -2.484 -4.838 -0.142
C15 3.125 4.259 0.987
C16 -1.122 -1.728 3.413
C17 0.551 0.454 -0.155
C18 0.271 -1.644 -1.407
C19 -1.717 -3.044 -1.487
H1 0.203 0.034 0.946
H2 -2.808 -5.958 -2.059
H3 -1.434 -1.357 -2.725
H4 1.050 -0.093 -3.440
H5 -0.172 -4.368 1.492
H6 3.256 4.837 1.940
H7 2.991 3.257 1.134
H8 2.688 6.070 -0.971
H9 0.813 2.430 0.919
H10 -2.749 -0.170 2.867
H11 1.923 2.351 -3.107
H12 0.948 6.233 -0.953
H13 -3.134 -1.417 0.567
H14 0.885 4.389 0.697
H15 -1.597 -0.915 -1.175
H16 -0.648 -1.320 4.377
H17 1.804 6.554 0.398
H18 3.859 4.500 0.303
H19 0.907 -2.126 -2.225
H20 0.259 -2.022 -0.408
H21 0.257 -3.306 3.719


No. 6
C2H3HgO2 as an isolated structure, computed with ωB97M-V with the def2-TZVPD basis set.

Summary:
frontier orbital gap (alpha / beta): 7.1596 / 7.8250 eV
spin multiplicity: 2
net charge: +2
F_max: 7.34 eV/Å
energy above the lowest of the compared OMol25 structures with the same formula, charge and spin: 138.4 kcal per mole
LUMO level (alpha / beta): -12.80 / -13.32 eV
electronic energy: -10360.2779 eV

Geometry (Å):
Hg1 -1.838 -0.081 1.154
O1 -0.608 0.213 -0.177
O2 0.893 0.622 -0.092
C1 0.784 -0.221 -1.076
C2 2.392 -0.090 -0.835
H1 0.402 0.078 -2.058
H2 2.747 -0.811 -0.100
H3 3.014 0.473 -1.525


No. 7
A 9-piece molecular cluster, C22H44Cl14O6 overall, computed with ωB97M-V with the def2-TZVPD basis set.

Summary:
frontier orbital gap: 10.3559 eV
F_max: 2.69 eV/Å
energy above the lowest of the compared OMol25 structures with the same formula, charge and spin: 0.0 kcal per mole
LUMO level: 0.17 eV
SMILES: CCOC(=O)OC.CCOC(=O)OC.ClCCCl.ClCCCl.ClCCCl.ClCCCl.ClCCCl.ClCCCl.ClCCCl
electronic energy: -211127.6729 eV

Geometry (Å):
Cl1 -0.579 -0.848 1.626
Cl2 -2.138 4.392 -4.262
Cl3 1.267 -0.914 -2.966
Cl4 4.350 1.150 1.420
Cl5 0.763 3.464 -2.732
Cl6 3.135 -2.200 5.474
Cl7 -6.034 0.462 3.791
Cl8 -4.154 -2.732 2.747
Cl9 0.497 2.292 1.337
Cl10 5.709 2.317 -1.465
Cl11 -4.037 0.504 0.853
Cl12 1.821 0.774 5.748
Cl13 0.130 1.718 -6.301
Cl14 -1.415 -1.043 5.615
O1 2.479 -3.255 -0.322
O2 -2.525 -1.545 -2.129
O3 3.814 -1.727 -1.226
O4 4.161 -2.341 0.997
O5 -4.738 -1.539 -2.470
O6 -3.450 0.386 -2.536
C1 1.133 -4.032 1.649
C2 3.418 -0.921 4.302
C3 -0.370 0.042 0.080
C4 0.157 -0.114 -4.192
C5 4.349 3.087 -0.569
C6 -3.246 -1.630 3.820
C7 -4.139 1.759 2.138
C8 -2.037 -2.293 4.566
C9 4.530 2.880 0.922
C10 0.086 5.107 -2.880
C11 2.209 -4.350 0.571
C12 3.540 -2.418 -0.061
C13 0.821 0.967 0.217
C14 -0.599 5.276 -4.241
C15 2.188 -0.029 4.234
C16 -4.456 1.189 -3.023
C17 1.037 0.563 -5.241
C18 4.999 -0.999 -1.392
C19 -2.529 -2.932 -1.732
C20 -3.693 -0.938 -2.391
C21 -2.017 -3.075 -0.299
C22 -5.552 1.849 2.778
H1 -0.507 0.580 -3.677
H2 5.838 -1.530 -0.943
H3 -4.002 -1.309 4.536
H4 -0.694 6.344 -4.440
H5 3.422 2.618 -0.900
H6 -0.550 5.280 -2.011
H7 1.746 1.211 -4.726
H8 4.866 -0.053 -0.866
H9 5.527 3.196 1.229
H10 -5.496 2.716 3.436
H11 -1.893 -3.533 -2.381
H12 0.141 -3.699 1.345
H13 3.815 3.431 1.534
H14 5.279 -0.721 -2.408
H15 -2.974 -0.768 3.212
H16 3.142 -4.698 1.012
H17 -0.933 -3.000 -0.390
H18 -2.246 -3.265 5.013
H19 -4.751 0.902 -4.032
H20 3.680 -1.416 3.367
H21 -3.913 2.709 1.653
H22 -3.316 1.503 2.804
H23 -0.216 -0.742 -0.662
H24 4.309 -0.331 4.518
H25 4.306 4.170 -0.680
H26 -3.576 -3.233 -1.763
H27 -0.023 4.915 -5.093
H28 -0.426 -0.930 -4.619
H29 -2.402 -2.217 0.252
H30 0.799 -5.003 2.016
H31 -1.259 0.594 -0.223
H32 -2.186 -4.003 0.247
H33 1.082 1.459 -0.721
H34 1.728 -0.087 -5.777
H35 1.750 0.501 0.544
H36 -6.328 2.063 2.043
H37 -4.107 2.220 -3.088
H38 -5.418 1.172 -2.511
H39 1.955 -5.195 -0.069
H40 1.544 -3.335 2.380
H41 0.961 5.757 -2.898
H42 -1.227 -2.607 3.907
H43 1.321 -0.633 3.968
H44 2.347 0.662 3.407


No. 8
A 2-piece molecular cluster, C6H13F2OP overall, computed with ωB97M-V with the def2-TZVPD basis set.

Summary:
frontier orbital gap: 10.4253 eV
F_max: 5.10 eV/Å
energy above the lowest of the compared OMol25 structures with the same formula, charge and spin: 0.0 kcal per mole
LUMO level: 0.84 eV
SMILES: CP(C)(=O)C(F)F.C=CC
electronic energy: -23202.5266 eV

Geometry (Å):
P1 1.447 -0.206 -1.193
F1 0.700 -2.250 0.423
F2 -0.944 -1.031 -0.324
O1 2.290 0.833 -0.673
C1 -0.651 1.736 1.755
C2 0.102 0.524 -2.234
C3 0.330 -0.978 0.146
C4 -2.057 1.135 1.833
C5 2.311 -1.584 -1.940
C6 -2.331 -0.084 2.332
H1 -0.727 2.723 1.940
H2 0.052 1.261 2.392
H3 0.404 -0.490 1.061
H4 -2.983 1.801 1.658
H5 -1.655 -0.779 2.776
H6 -0.154 1.710 0.757
H7 -0.238 1.327 -1.662
H8 -3.269 -0.525 2.351
H9 1.489 -2.335 -1.794
H10 3.178 -1.941 -1.241
H11 0.400 0.896 -3.123
H12 -0.499 -0.390 -2.437
H13 2.806 -1.354 -2.801